Molecular formula: C31H45BBr39FN2O7
Method: DFT, ωB97M-V with the def2-TZVPD basis set

The geometry in ORCA input format:
```
! wB97M-V def2-TZVPD RIJCOSX def2/J DEFGRID3
* xyz 0 1
C 7.381 -2.272 0.556
C 6.639 -1.218 1.386
C 6.125 -0.080 0.491
C 5.083 0.825 1.173
C 3.672 0.547 0.660
C 2.672 1.639 1.053
C 1.470 1.664 0.112
C 0.586 0.405 0.275
C -0.876 0.730 0.600
C -1.846 -0.374 0.099
C -2.089 -0.114 -1.383
O -1.707 -0.853 -2.241
N -2.657 1.175 -1.706
C -4.058 1.242 -1.766
O -4.823 0.374 -2.013
F -4.470 2.488 -1.507
O -1.209 -1.664 0.238
C -1.217 -1.912 1.591
O -0.473 -2.669 2.130
O -2.171 -1.176 2.168
C -3.027 -0.625 1.059
C -3.782 0.566 1.641
C -5.275 0.603 1.337
C -6.160 -0.250 2.261
N -6.977 -1.202 1.492
B -3.882 -1.914 0.578
O -4.163 -2.086 -0.760
O -4.234 -2.804 1.530
C -4.546 -4.145 1.126
H 7.397 -3.246 1.050
H 6.881 -2.415 -0.404
H 8.403 -1.945 0.376
H 5.803 -1.678 1.916
H 7.303 -0.768 2.128
H 5.646 -0.529 -0.377
H 6.987 0.507 0.165
H 5.299 1.874 0.951
H 5.115 0.670 2.251
H 3.661 0.453 -0.429
H 3.298 -0.382 1.100
H 2.318 1.469 2.074
H 3.166 2.615 1.043
H 1.853 1.666 -0.911
H 0.892 2.579 0.257
H 0.612 -0.173 -0.650
H 1.007 -0.215 1.067
H -1.133 1.666 0.109
H -1.010 0.893 1.669
H -2.233 1.510 -2.568
H -3.329 1.476 1.234
H -3.602 0.600 2.715
H -5.592 1.642 1.452
H -5.486 0.338 0.303
H -5.530 -0.849 2.920
H -6.778 0.420 2.859
H -7.096 -2.066 2.005
H -7.901 -0.830 1.308
H -5.096 -1.905 -0.932
H -3.691 -4.602 0.632
H -5.411 -4.178 0.466
H -4.777 -4.712 2.024
C -8.278 0.360 5.878
Br -6.561 1.222 5.972
Br -9.549 1.426 4.905
Br -8.141 -1.412 5.144
H -8.643 0.267 6.891
C 3.350 0.820 -4.276
Br 2.277 2.183 -5.093
Br 4.755 1.550 -3.177
Br 2.277 -0.432 -3.299
H 3.844 0.276 -5.071
C 4.133 -4.291 -1.632
Br 4.888 -2.632 -2.240
Br 2.250 -4.099 -1.299
Br 4.526 -5.732 -2.842
H 4.607 -4.527 -0.689
C 5.028 4.113 -0.096
Br 4.901 5.847 -0.910
Br 6.827 3.443 -0.094
Br 4.289 4.102 1.679
H 4.433 3.433 -0.692
C -7.857 -5.744 4.386
Br -7.419 -4.249 3.252
Br -6.332 -6.878 4.654
Br -8.627 -5.179 6.050
H -8.605 -6.324 3.864
C -0.761 0.096 -7.046
Br -0.837 1.745 -8.036
Br 1.005 -0.643 -7.052
Br -1.416 0.325 -5.253
H -1.412 -0.611 -7.539
C 2.720 6.002 5.003
Br 1.357 7.143 4.280
Br 3.879 6.944 6.211
Br 1.980 4.421 5.814
H 3.325 5.679 4.171
C -0.133 8.444 0.077
Br -0.332 10.156 -0.771
Br 1.699 7.865 0.095
Br -0.927 8.434 1.830
H -0.680 7.727 -0.518
C 7.501 -0.788 -4.655
Br 9.004 -0.033 -3.721
Br 6.845 0.437 -5.988
Br 7.909 -2.509 -5.396
H 6.710 -0.927 -3.929
C 3.273 -0.430 5.364
Br 3.018 1.452 5.057
Br 3.773 -1.355 3.754
Br 4.538 -0.745 6.775
H 2.324 -0.834 5.685
C -9.330 -3.874 -0.822
Br -7.470 -3.908 -1.309
Br -10.461 -3.883 -2.375
Br -9.760 -5.319 0.371
H -9.517 -2.950 -0.293
C 9.129 -5.293 -1.888
Br 10.102 -6.113 -0.447
Br 9.449 -3.403 -1.977
Br 9.490 -6.150 -3.571
H 8.076 -5.430 -1.683
C -3.434 4.692 -8.335
Br -4.912 4.283 -7.177
Br -3.996 5.680 -9.884
Br -2.027 5.598 -7.389
H -3.033 3.750 -8.681
*
```

- LUMO level: -0.0169 Eh
- ΔE to the lowest compared entry with this formula, charge and spin: 0.000 eV
- Electronic energy: -102355.61947 Eh
- E_HOMO: -9.6 eV